# 1
Density functional theory data (ωB97M-V/def2-TZVPD) for a 3-piece molecular cluster, C16H39B overall.

HOMO-LUMO gap: 0.4162 hartree
Electronic energy: -17900.5466 eV

Geometry as ORCA input:
```
! RIJCOSX wB97M-V def2-TZVPD def2/J DEFGRID3
* xyz 0 1
B 1.9912 1.1245 -5.0281
C 1.0420 -0.0985 -5.0409
C 0.0110 -0.1994 -3.8905
C -1.4280 -0.0571 -4.3827
C -1.7456 1.3583 -4.8597
H 2.4631 1.5774 -6.0272
H 2.3008 1.6237 -3.9871
H 0.5355 -0.2032 -6.0050
H 1.7106 -0.9724 -4.9944
H 0.1285 -1.1413 -3.3502
H 0.1969 0.5853 -3.1494
H -1.5934 -0.7652 -5.2003
H -2.1153 -0.3440 -3.5838
H -0.9130 1.7888 -5.4222
H -1.9470 2.0234 -4.0182
H -2.6190 1.3847 -5.5127
C 4.6412 1.9898 1.1774
C 3.8799 0.6700 1.2253
C 3.4223 0.1784 -0.1474
C 2.4854 1.1324 -0.8907
C 1.2130 1.5055 -0.1320
C 0.3281 0.3060 0.1867
H 4.0195 2.7997 0.7924
H 4.9864 2.2849 2.1689
H 5.5168 1.9103 0.5287
H 3.0156 0.7720 1.8884
H 4.5137 -0.0976 1.6768
H 2.9373 -0.7948 -0.0315
H 4.3034 0.0022 -0.7730
H 2.1990 0.6696 -1.8399
H 3.0249 2.0452 -1.1573
H 0.6468 2.2199 -0.7362
H 1.4673 2.0310 0.7931
H 0.0523 -0.2246 -0.7285
H -0.5925 0.6113 0.6868
H 0.8328 -0.4069 0.8416
C -2.9474 -1.5449 5.8012
C -1.8427 -1.7973 4.7815
C -1.6496 -0.6483 3.7929
C -2.8798 -0.3191 2.9450
C -3.4420 -1.4948 2.1460
C -2.4299 -2.1067 1.1846
H -3.9211 -1.4337 5.3212
H -3.0257 -2.3674 6.5130
H -2.7528 -0.6309 6.3671
H -2.0539 -2.7223 4.2368
H -0.8986 -1.9680 5.3052
H -0.8063 -0.8810 3.1366
H -1.3595 0.2508 4.3463
H -2.6120 0.4830 2.2491
H -3.6688 0.0893 3.5821
H -4.3128 -1.1458 1.5849
H -3.8136 -2.2665 2.8266
H -2.0406 -1.3490 0.5010
H -2.8754 -2.9013 0.5848
H -1.5792 -2.5355 1.7171
*
```

=====

# 2
Density functional theory data (ωB97M-V/def2-TZVPD) for an isolated molecule of C2H7N3.

HOMO-LUMO gap: 0.3712 hartree
Relative energy (zero: lowest compared OMol25 entry of this formula, charge and spin): 5.4 kcal per mole
Electronic energy: -6657.7202 eV

Geometry as ORCA input:
```
! RIJCOSX wB97M-V def2-TZVPD def2/J DEFGRID3
* xyz 0 1
C -1.1800 1.4120 -0.5682
N -0.9546 0.1479 0.0974
C 0.3783 -0.3130 0.0987
N 0.5037 -1.4717 0.8135
N 1.2796 0.3222 -0.5369
H -0.6651 2.2652 -0.1364
H -2.2465 1.6484 -0.5134
H -0.9832 1.4026 -1.6356
H -1.5355 -0.5424 -0.3682
H -0.2596 -1.7512 1.4036
H 1.4141 -1.8392 1.0194
H 2.2231 0.2017 -0.1832
*
```

=====

# 3
Density functional theory data (ωB97M-V/def2-TZVPD) for an isolated molecule of C4H6N2.

HOMO-LUMO gap: 0.3180 hartree
Relative energy (zero: lowest compared OMol25 entry of this formula, charge and spin): 23.3 kcal per mole
Electronic energy: -7224.5808 eV

Geometry as ORCA input:
```
! RIJCOSX wB97M-V def2-TZVPD def2/J DEFGRID3
* xyz 0 1
N -2.0042 0.1612 -0.3293
C -0.6429 0.1038 0.0121
C 0.3016 1.1042 -0.0020
N 1.5438 0.5189 0.0851
C 1.3941 -0.8382 0.1538
C 0.0545 -1.1117 0.2106
H -2.4205 1.0598 -0.1272
H -2.5041 -0.5718 0.1545
H 0.1793 2.1767 -0.0696
H 2.4018 1.0435 0.1657
H 2.0072 -1.5200 -0.4223
H -0.3105 -2.1263 0.1686
*
```

=====

# 4
Density functional theory data (ωB97M-V/def2-TZVPD) for C41H90F7N9O17S5 as an isolated structure.

HOMO-LUMO gap: 0.2826 hartree
Electronic energy: -165353.4603 eV

Geometry as ORCA input:
```
! RIJCOSX wB97M-V def2-TZVPD def2/J DEFGRID3
* xyz 0 1
C -10.6164 14.9129 5.0678
C -11.9484 14.1391 5.1188
C -12.9600 14.7752 6.0613
N -14.4026 14.2491 5.9078
C -14.6026 12.7846 6.2414
C -15.3678 15.1334 6.6915
C -16.5962 15.5082 5.7976
C -16.4346 14.7361 4.4682
C -14.9359 14.5325 4.4233
H -10.0345 14.7038 5.9654
H -10.7637 15.9902 5.1444
H -9.9865 14.5116 4.2740
H -11.7524 13.0948 5.3618
H -12.2554 14.0244 4.0792
H -13.0001 15.8347 5.8085
H -12.7711 14.7469 7.1344
H -15.6542 12.5350 6.1000
H -14.3005 12.6162 7.2751
H -13.9789 12.2035 5.5621
H -15.6044 14.7070 7.6663
H -14.8740 16.0171 7.0956
H -17.5206 15.2077 6.2910
H -16.5994 16.5773 5.5850
H -16.9417 13.7727 4.5211
H -16.8697 15.2736 3.6257
H -14.6907 13.7273 3.7307
H -14.3998 15.4491 4.1775
C -3.8509 13.6307 6.0172
C -5.0766 12.8453 6.4126
C -6.3418 13.1895 5.5538
N -7.7365 12.8500 6.2467
C -8.1374 13.8754 7.2879
C -7.8482 11.4737 6.9639
C -9.3064 11.0997 6.9083
C -9.8611 11.8554 5.6505
C -8.7552 12.7848 5.0960
H -3.0371 13.4558 6.7209
H -4.1359 14.6827 6.0018
H -3.4044 13.4270 5.0439
H -5.3812 13.1579 7.4114
H -4.9553 11.7772 6.5929
H -6.2268 12.6824 4.5958
H -6.4007 14.2557 5.3352
H -7.8238 14.8533 6.9228
H -7.6237 13.7208 8.2367
H -9.2174 13.9911 7.3791
H -7.2389 11.3837 7.8632
H -7.3190 10.8271 6.2640
H -9.7534 11.2998 7.8820
H -9.3806 10.0199 6.7792
H -10.7216 12.4994 5.8317
H -10.1256 11.1623 4.8519
H -9.0198 13.7403 4.6433
H -8.1933 12.2449 4.3339
C -1.8577 10.7558 9.7028
C -2.3220 10.5915 8.3288
C -2.0925 9.1491 7.8266
N -2.6840 8.8486 6.4207
C -2.1483 7.4893 6.1153
C -2.4135 9.9051 5.2784
C -3.7818 10.5249 5.0088
C -4.8295 9.5094 5.2931
C -4.2696 8.7244 6.5185
H -2.3450 10.0756 10.4015
H -1.8418 11.7778 10.0813
H -0.8092 10.4698 9.7861
H -1.6800 11.1706 7.6650
H -3.3335 10.9533 8.1445
H -2.5245 8.4403 8.5331
H -1.0025 9.1437 7.8270
H -2.5740 7.2330 5.1451
H -2.4728 6.7938 6.8893
H -1.0687 7.5953 6.0084
H -2.0375 9.2922 4.4592
H -1.5603 10.5351 5.5300
H -3.7820 10.8804 3.9784
H -3.8801 11.3658 5.6953
H -5.1668 8.8621 4.4836
H -5.7841 9.9047 5.6404
H -4.6351 7.7024 6.6189
H -4.5876 9.1251 7.4810
C -8.5260 15.6833 3.0639
C -7.1837 15.8351 3.8252
C -6.3035 16.6659 3.0309
N -4.9550 16.8519 3.7561
C -4.9878 17.7003 5.0757
C -4.2123 15.4842 4.0001
C -2.7724 15.7351 4.0678
C -2.5010 16.9985 3.2668
C -3.9197 17.6051 2.8721
H -9.3210 15.2023 3.6337
H -8.4751 15.1692 2.1041
H -9.0132 16.6117 2.7660
H -6.8536 14.8192 4.0425
H -7.3646 16.3101 4.7895
H -6.7833 17.6208 2.8162
H -6.0009 16.2226 2.0822
H -3.9584 17.7771 5.4258
H -5.5504 17.1127 5.8012
H -5.4376 18.6896 4.9922
H -4.6013 14.8331 4.7829
H -4.5310 14.8823 3.1490
H -2.4397 15.8581 5.0985
H -2.2119 14.8645 3.7275
H -1.8702 17.7196 3.7866
H -2.0263 16.5989 2.3706
H -3.8190 18.6483 3.1716
H -4.1841 17.4192 1.8311
C -2.7200 13.0996 8.6025
C -2.6593 14.5728 8.1436
C -3.4872 15.4908 9.1561
N -3.5812 17.0055 8.7769
C -2.3254 17.7329 9.3493
C -4.9183 17.5501 9.3846
C -5.2097 18.8713 8.5957
C -4.3876 18.7162 7.2837
C -3.9444 17.2509 7.2175
H -3.7446 12.7279 8.5887
H -2.3205 13.0275 9.6140
H -2.1331 12.4399 7.9634
H -3.1037 14.7427 7.1629
H -1.6100 14.8468 8.0334
H -3.1065 15.4427 10.1763
H -4.5083 15.1109 9.1863
H -2.4207 17.5799 10.4243
H -2.3666 18.7326 8.9170
H -1.5560 17.2278 8.7654
H -4.8942 17.5453 10.4743
H -5.7421 16.9205 9.0483
H -4.9987 19.8244 9.0806
H -6.2641 18.9281 8.3252
H -3.6014 19.4645 7.1834
H -5.1290 18.9346 6.5152
H -3.0791 17.1195 6.5679
H -4.6987 16.5437 6.8725
N -5.8138 13.4896 2.6340
O -5.6484 14.3748 1.7777
O -4.8210 12.9943 3.2008
O -6.9005 13.1609 2.8940
N -6.6573 16.0773 7.5686
O -5.8496 15.0959 7.7067
O -6.5326 16.9269 6.6929
O -7.6396 16.0743 8.2634
C -7.0428 11.3530 9.7401
F -7.0787 11.3738 11.0869
F -7.9512 10.5083 9.3042
F -7.4703 12.5547 9.2760
S -5.2627 10.9046 9.1218
O -4.4958 12.1180 9.4119
O -4.7929 9.7071 9.8434
O -5.4408 10.6207 7.6584
N -8.0580 8.1322 3.5874
S -7.7877 8.2153 5.0860
O -8.3655 7.2517 6.0268
O -7.4486 9.5245 5.5925
F -6.3230 7.6365 4.8773
S -9.5251 8.9974 3.7607
O -9.4622 10.4377 3.7772
O -10.5614 8.3576 4.4942
F -9.9803 8.7585 2.2303
N -13.0126 12.6306 8.1183
S -11.5321 12.3959 8.1478
O -10.8378 12.1721 9.4082
O -10.7145 13.1351 7.1854
F -11.4494 10.8829 7.5493
S -12.9254 14.0984 9.0678
O -12.0116 15.1693 8.6544
O -13.1999 13.9258 10.4843
F -14.4323 14.6463 8.5641
*
```

=====

# 5
Density functional theory data (ωB97M-V/def2-TZVPD) for an isolated molecule of C5H7NOS.

HOMO-LUMO gap: 0.3084 hartree
Relative energy (zero: lowest compared OMol25 entry of this formula, charge and spin): 60.5 kcal per mole
Electronic energy: -19668.9777 eV

Geometry as ORCA input:
```
! RIJCOSX wB97M-V def2-TZVPD def2/J DEFGRID3
* xyz 0 1
C -0.6880 -1.5906 -0.1548
C -0.3177 -0.1261 -0.1530
C 0.0261 0.4975 1.2058
C 1.1722 0.0520 -0.4735
C -1.3009 0.6700 -1.0279
H 0.1412 -2.2657 0.1580
H -0.2403 1.5565 1.2586
H -0.4379 -0.0309 2.0400
H 2.1061 0.6852 1.3638
H 1.7332 -0.7765 -0.9311
H 1.3665 0.9704 -0.9847
H -2.1935 0.1320 -1.3201
N 1.3838 0.0591 1.0078
O -1.7001 -2.0538 -0.5539
S -1.0507 2.2208 -1.4350
*
```

=====

# 6
Density functional theory data (ωB97M-V/def2-TZVPD) for C8H25InO6P3S as an isolated structure.

HOMO-LUMO gap: 0.1797 hartree
Electronic energy: -64863.7551 eV

Geometry as ORCA input:
```
! RIJCOSX wB97M-V def2-TZVPD def2/J DEFGRID3
* xyz -1 1
C 4.1851 -6.4353 0.2310
P 3.2679 -4.8121 0.6702
C 4.6062 -3.4821 0.3523
In 1.3314 -4.4334 -0.9309
P -0.9610 -4.5623 0.1615
O -2.1055 -4.8572 -1.0948
O -1.1413 -5.8734 1.2326
S -1.5498 -2.8770 0.9912
H 4.6588 -6.9022 1.1315
H 5.0182 -6.1392 -0.4760
H 3.5140 -7.1401 -0.3336
H 5.2448 -3.2957 1.2571
H 5.2823 -3.8635 -0.4694
H 4.1295 -2.5463 -0.0512
H 1.3372 -5.6972 -2.2334
H 1.5465 -2.7737 -1.6074
H -2.2665 -5.8118 -1.1676
H -1.3001 -5.5577 2.1343
O -3.2720 3.7527 -0.9228
P -1.8700 3.2389 -0.5981
O -2.2654 1.9527 0.3546
C -2.7862 0.7767 -0.2671
C -1.6796 -0.0576 -0.8824
O -1.5346 4.3466 0.5977
C -2.0520 5.6709 0.5172
C -3.2140 5.8317 1.4781
O -0.2377 2.7680 -0.5269
C 0.7609 3.7321 -0.8770
C 1.5328 4.1356 0.3640
H -3.5354 1.0470 -1.0183
H -3.2889 0.2004 0.5119
H -1.2242 0.4670 -1.7292
H -2.0677 -1.0121 -1.2393
H -0.8881 -0.2474 -0.1579
H -2.3426 5.9239 -0.5044
H -1.2470 6.3563 0.8007
H -3.9974 5.0981 1.2821
H -3.6459 6.8327 1.4040
H -2.8799 5.6692 2.5056
H 0.3177 4.6043 -1.3686
H 1.4417 3.2563 -1.5887
H 0.9208 4.7445 1.0306
H 2.4201 4.7156 0.1013
H 1.8370 3.2558 0.9354
*
```